# CH8AlNO5S

A molecular structure, CH8AlNO5S (the ωB97M-V functional and the def2-TZVPD basis, the Open Molecules 2025 dataset).

Geometry as XYZ:
```
17
Properties=species:S:1:pos:R:3:forces:R:3
C 1.9835 -0.7401 0.9635 -0.047 -0.118 0.115
S 1.4816 0.8562 0.3208 -0.051 -0.172 0.401
O 1.3254 0.6037 -1.1273 0.254 0.113 0.103
O 2.5114 1.7754 0.7897 -0.004 0.114 -0.334
Al -0.7302 1.3685 0.9602 -0.041 0.248 -0.113
O -1.3344 -0.3910 0.7254 0.053 -0.134 0.013
N -2.4053 -0.4539 -0.0862 -0.634 -0.192 -0.623
O -3.4289 -0.7569 0.4116 0.211 0.005 0.356
H 2.8931 -1.0020 0.4200 -0.033 0.030 0.031
H 2.1884 -0.6509 2.0294 0.001 0.010 -0.036
H 1.2039 -1.4843 0.7894 0.053 0.067 -0.003
H -1.3282 2.0992 -0.3208 0.062 0.008 -0.031
H -1.0395 1.9345 2.3915 0.132 -0.132 0.089
O -0.6252 -0.6930 -2.1244 -0.004 -0.229 -0.018
H -1.3410 -0.1306 -2.4722 -0.093 0.052 0.066
H -0.5998 -1.5680 -2.5394 -0.101 -0.077 -0.136
H -0.7547 -0.7667 -1.1315 0.242 0.409 0.120
```
Positions in Å, forces in eV/Å.

The total energy comes out at -30322.177 eV. Its lowest unoccupied orbital energy is -1.171 eV. As for the orbital gap: 7.6 eV. Its HOMO energy is -8.764 eV.

# CH8BKN2O

A molecular structure, CH8BKN2O (the ωB97M-V functional and the def2-TZVPD basis, the Open Molecules 2025 dataset).

Geometry as XYZ:
```
14
Properties=species:S:1:pos:R:3:forces:R:3
K 9.0755 12.4760 -11.5611 -0.134 -0.477 -0.064
B 7.6998 7.5333 -11.9460 -0.319 -0.253 -0.069
H 8.3457 6.8227 -12.4381 2.573 -2.991 -1.824
H 7.2485 7.1367 -11.0497 -1.758 -1.529 3.547
H 8.3259 8.3835 -11.7237 2.835 4.061 1.227
H 6.9623 7.8485 -12.6678 -3.178 1.303 -2.834
C 10.4062 18.2474 -10.4067 1.760 1.935 -1.748
O 9.9628 17.5043 -11.2128 -0.923 -3.221 -2.711
N 9.8522 18.5040 -9.2965 -2.833 0.746 5.888
N 11.4638 19.0492 -10.6306 1.597 0.052 -1.190
H 9.0892 17.9277 -8.9711 0.161 0.330 -0.067
H 10.2369 19.2134 -8.6891 -0.349 -0.431 0.110
H 11.8289 18.8907 -11.5589 0.391 0.736 0.292
H 11.6887 19.8370 -10.0398 0.177 -0.260 -0.558
```
Positions in Å, forces in eV/Å.

The total energy comes out at -23192.072 eV. Its lowest unoccupied orbital energy is -1.791 eV. As for the orbital gap: 5.1 eV. The value obtained for the energy relative to the best compared isomer or geometry (same formula, charge and spin) is 94.7 kcal per mole. Its HOMO energy is -6.896 eV.

# CH8BeO7

A molecular structure, CH8BeO7 (the ωB97M-V functional and the def2-TZVPD basis, the Open Molecules 2025 dataset).

Geometry as XYZ:
```
17
Properties=species:S:1:pos:R:3:forces:R:3
Be 0.6504 0.3482 -0.2086 -0.617 -0.670 -1.439
C 0.3711 -1.5402 0.0206 4.459 -0.193 7.655
O 1.4816 -0.9027 -0.4099 1.382 -1.008 -1.980
O -0.5498 -0.6328 0.0562 -3.274 1.404 -1.384
O 0.5360 -2.2873 1.0276 -1.437 -1.154 -3.495
O 0.7371 1.1243 -1.7068 1.079 1.669 1.014
H 0.2097 0.8534 -2.4420 -0.713 -0.492 -0.771
H 1.6804 1.1889 -1.9464 -0.663 -0.311 -0.303
O -1.2385 -0.7114 2.7308 0.141 0.124 -0.118
H -0.8187 -0.8454 1.8675 -0.416 -0.875 -0.084
H -0.8919 0.1578 2.8952 -0.071 0.761 0.739
O -2.2854 -0.2571 -1.9132 -0.565 0.953 -0.195
H -1.8248 -0.9951 -2.2940 0.196 -0.617 0.022
H -2.1650 -0.3298 -0.9540 0.268 -0.270 -0.278
O 1.0820 1.3246 0.9879 0.312 2.078 0.440
H 1.0818 2.2977 0.9092 -0.737 -0.343 -0.212
H 1.9439 1.2068 1.3800 0.656 -1.055 0.390
```
Positions in Å, forces in eV/Å.

The total energy comes out at -15902.622 eV. Its lowest unoccupied orbital energy is -1.142 eV. As for the orbital gap: 7.8 eV. Its HOMO energy is -8.947 eV.

# CH8ClNiO7

A molecular structure, CH8ClNiO7 (the ωB97M-V functional and the def2-TZVPD basis, the Open Molecules 2025 dataset).

Geometry as XYZ:
```
18
Properties=species:S:1:pos:R:3:forces:R:3
Ni -0.1000 0.3297 0.1689 -2.874 0.130 0.028
C -2.3724 -1.7548 -0.5219 -4.277 -5.414 -0.723
O -3.4770 -1.9069 0.0898 -0.062 2.980 2.104
O -1.6001 -0.7593 -0.5742 2.912 3.291 0.181
O -2.2010 -2.8072 -1.2441 3.302 -0.110 -1.659
Cl -1.6386 1.8177 1.5295 1.025 -0.356 -0.163
O 1.4309 1.6098 1.0894 1.349 0.248 -0.038
H 2.3306 1.8090 0.7625 -0.586 -0.250 0.209
H 1.4979 1.6452 2.0588 -0.512 0.155 -0.428
O 1.2738 -0.6475 -1.1445 1.130 -0.263 -0.343
H 2.2402 -0.7534 -1.1340 -0.577 0.051 0.115
H 0.9543 -1.2262 -1.8536 -0.623 -0.018 0.317
O -0.0528 1.8208 -1.3471 0.538 0.635 -0.416
H -0.4934 1.9882 -2.1873 -0.308 -0.378 0.207
H 0.6056 2.5229 -1.2539 -0.362 -0.137 0.167
O 0.3881 -0.9668 1.6050 0.781 -0.811 1.099
H 0.8425 -0.7918 2.4417 -0.392 0.112 -0.284
H 0.3714 -1.9294 1.5151 -0.462 0.135 -0.374
```
Positions in Å, forces in eV/Å.

Its net charge is -1. The total energy comes out at -69065.010 eV. Its lowest unoccupied orbital energy (alpha / beta) is 1.405 / 1.419 eV. As for the orbital gap (alpha / beta): 2.4 / 2.4 eV. Its multiplicity is 3. The value obtained for the energy relative to the best compared isomer or geometry (same formula, charge and spin) is 79.5 kcal per mole. Its HOMO energy (alpha / beta) is -1.029 / -0.985 eV.